1.
{"formula": "C8H5NO", "method": "ωB97M-V with the def2-TZVPD basis set", "symbols": ["C", "C", "C", "C", "C", "C", "C", "C", "H", "H", "H", "H", "H", "N", "O"], "coordinates": [[0.503, 0.869, 1.950], [-0.648, -1.018, 1.906], [-0.411, -0.632, 0.460], [-0.729, -1.198, -0.793], [-0.342, -0.499, -1.937], [0.445, 0.687, -1.833], [0.768, 1.238, -0.587], [0.352, 0.551, 0.535], [-1.145, -1.906, 2.262], [-1.270, -2.168, -0.884], [-0.517, -0.876, -2.943], [0.818, 1.129, -2.769], [1.319, 2.130, -0.527], [-0.168, -0.156, 2.695], [1.027, 1.849, 2.466]], "mulliken_charge": [0.177, -0.347, 0.468, -0.550, -0.390, -0.378, -0.474, 0.567, 0.445, 0.332, 0.360, 0.340, 0.488, -0.537, -0.501], "de_lowest_kcal_mol": 0.0, "smiles": "O=C1N=Cc2ccccc21", "total_charge": 0, "lumo_ha": -0.03948}

---

2.
{"formula": "C20H48BF4N4O6", "method": "ωB97M-V with the def2-TZVPD basis set", "symbols": ["B", "F", "F", "F", "F", "C", "C", "N", "H", "H", "H", "C", "C", "N", "H", "H", "H", "C", "C", "N", "H", "H", "H", "C", "C", "N", "H", "H", "H", "C", "C", "O", "H", "H", "H", "H", "H", "H", "C", "C", "O", "H", "H", "H", "H", "H", "H", "C", "C", "O", "H", "H", "H", "H", "H", "H", "C", "C", "O", "H", "H", "H", "H", "H", "H", "C", "C", "O", "H", "H", "H", "H", "H", "H", "C", "C", "O", "H", "H", "H", "H", "H", "H"], "coordinates": [[0.012, 0.475, 0.449], [1.220, 0.784, -0.037], [-0.330, -0.914, 0.320], [-0.116, 0.880, 1.770], [-0.956, 1.149, -0.293], [2.392, -2.359, 1.117], [3.527, -3.290, 1.518], [4.347, -4.019, 1.623], [1.563, -2.591, 1.861], [2.819, -1.546, 1.542], [1.970, -2.540, 0.109], [-2.564, 2.713, 3.029], [-2.763, 1.547, 4.106], [-2.992, 0.680, 4.855], [-1.664, 3.285, 3.301], [-2.124, 2.352, 1.917], [-3.402, 3.463, 2.946], [-2.456, 3.383, -2.558], [-3.323, 3.085, -1.370], [-3.928, 2.911, -0.387], [-2.926, 2.925, -3.365], [-2.327, 4.527, -2.721], [-1.431, 2.980, -2.415], [0.212, 4.702, 0.044], [-0.683, 5.812, -0.435], [-1.360, 6.707, -0.829], [-0.028, 4.440, 1.094], [-0.012, 3.792, -0.540], [1.338, 5.142, 0.045], [-4.803, -1.204, -2.068], [-3.418, -0.720, -1.338], [-2.751, 0.125, -2.144], [-4.374, -1.523, -3.103], [-5.313, -0.324, -2.210], [-5.430, -1.839, -1.385], [-2.613, -1.516, -0.866], [-3.615, -0.096, -0.398], [-1.962, 0.521, -1.732], [4.420, 4.376, 0.077], [3.984, 3.077, 0.794], [2.559, 3.070, 1.021], [4.366, 5.310, 0.519], [4.033, 4.319, -0.836], [5.561, 4.156, 0.011], [4.483, 2.653, 1.716], [4.248, 2.084, 0.091], [2.185, 2.164, 0.814], [-1.893, -5.582, 0.677], [-1.381, -4.217, 1.277], [-1.355, -4.212, 2.652], [-1.312, -6.299, 1.294], [-1.674, -5.628, -0.454], [-2.978, -5.635, 0.842], [-1.742, -3.204, 0.833], [-0.411, -3.918, 1.144], [-1.102, -3.258, 2.918], [0.316, -2.859, 5.057], [0.214, -1.466, 4.473], [-0.675, -1.609, 3.339], [0.956, -2.833, 5.918], [0.724, -3.565, 4.447], [-0.584, -3.247, 5.403], [1.102, -1.035, 4.069], [-0.238, -0.556, 5.162], [-0.693, -0.667, 2.919], [-0.365, -3.287, -3.877], [0.135, -2.243, -2.732], [-0.033, -2.837, -1.452], [0.546, -3.791, -3.908], [-0.205, -3.027, -5.021], [-1.160, -3.680, -3.620], [-0.619, -1.258, -2.801], [1.054, -1.979, -3.076], [-0.114, -2.131, -0.813], [3.417, 0.976, -4.439], [2.899, 1.246, -2.935], [3.338, 0.311, -1.888], [3.188, -0.105, -4.727], [4.564, 1.027, -4.304], [2.977, 1.748, -4.883], [1.796, 1.102, -3.083], [3.231, 2.358, -2.628], [2.510, 0.256, -1.445]], "mulliken_charge": [-0.033, 0.040, 0.005, -0.486, -0.289, 0.058, -0.035, -0.469, -0.154, 0.363, 0.215, -0.395, 0.337, -0.472, 0.240, -0.124, 0.379, -0.648, 0.498, -0.521, 0.398, 0.302, 0.019, 0.237, 0.141, -0.507, 0.150, -0.186, 0.128, -1.229, 0.426, -0.572, 0.248, 0.362, 0.329, -0.073, 0.201, 0.243, -1.284, 0.004, -0.472, 0.380, 0.323, 0.308, 0.336, 0.138, 0.202, -1.065, 0.394, -0.654, 0.317, 0.248, 0.320, 0.039, -0.023, 0.495, -1.626, 0.110, -0.378, 0.429, 0.415, 0.397, 0.267, 0.267, 0.015, -1.677, 0.359, -0.516, 0.447, 0.271, 0.522, -0.014, 0.371, 0.319, -1.214, 0.318, -0.596, 0.251, 0.254, 0.477, 0.127, -0.002, 0.271], "de_lowest_kcal_mol": 6.0, "total_charge": -1, "lumo_ha": 0.08417}

---

3.
{"formula": "C9H11N2O2", "method": "ωB97M-V with the def2-TZVPD basis set", "symbols": ["C", "C", "C", "C", "C", "C", "C", "C", "C", "N", "N", "O", "O", "H", "H", "H", "H", "H", "H", "H", "H", "H", "H", "H"], "coordinates": [[2.035, -2.545, 0.205], [3.088, -1.639, 0.001], [0.767, -1.956, 0.159], [2.959, -0.264, -0.125], [0.551, -0.551, 0.120], [1.658, 0.269, -0.010], [-1.806, 0.178, 0.429], [-3.897, 0.162, -0.778], [-3.160, 0.512, 0.594], [-0.668, -0.102, 0.268], [1.507, 1.543, 0.227], [0.392, 2.210, -0.381], [2.549, 2.349, 0.087], [2.275, -3.600, 0.161], [4.154, -1.996, 0.146], [-0.120, -2.509, 0.385], [3.781, 0.421, -0.190], [-3.944, -0.985, -0.842], [-3.648, 0.862, -1.627], [-5.015, 0.336, -0.539], [-3.714, -0.018, 1.386], [-3.003, 1.596, 0.642], [0.785, 2.709, -1.063], [2.475, 3.020, 0.746]], "mulliken_charge": [-1.000, -0.119, -0.357, -0.762, 0.462, 0.422, 0.685, -0.996, -0.523, -0.028, 0.187, -0.398, -0.471, 0.400, 0.299, 0.411, 0.448, 0.335, 0.346, 0.330, 0.341, 0.245, 0.347, 0.396], "de_lowest_kcal_mol": 116.6, "smiles": "CCC#[N+]c1ccccc1N(O)O", "total_charge": 1, "lumo_ha": [-0.14839, -0.14841]}

---

4.
{"formula": "C9H27N14O6", "method": "ωB97M-V with the def2-TZVPD basis set", "symbols": ["N", "C", "O", "N", "C", "C", "N", "C", "N", "H", "H", "H", "H", "H", "H", "H", "C", "O", "N", "N", "H", "H", "H", "H", "C", "O", "N", "N", "H", "H", "H", "H", "C", "O", "N", "N", "H", "H", "H", "H", "C", "O", "N", "N", "H", "H", "H", "H", "C", "O", "N", "N", "H", "H", "H", "H"], "coordinates": [[-1.280, 2.556, 0.008], [-0.657, 1.716, -0.464], [0.048, 0.765, -1.001], [-0.269, -0.476, -0.274], [-0.533, -1.514, -1.272], [0.829, -1.656, -1.986], [1.723, -1.346, -0.851], [1.035, -0.919, 0.179], [1.407, -0.947, 1.470], [-0.679, -2.389, -0.646], [-1.370, -1.199, -1.876], [0.888, -1.012, -2.852], [0.928, -2.712, -2.208], [2.675, -1.018, -0.993], [1.991, -0.262, 1.919], [1.035, -1.702, 2.032], [-1.944, -0.853, -4.891], [-1.152, -1.596, -4.310], [-2.009, 0.477, -4.629], [-2.807, -1.324, -5.831], [-2.647, 1.115, -5.068], [-1.374, 0.859, -3.954], [-2.775, -2.305, -6.038], [-3.462, -0.743, -6.317], [-0.947, 1.221, 4.239], [-1.401, 0.506, 5.117], [0.137, 2.024, 4.425], [-1.500, 1.258, 2.980], [0.503, 2.620, 3.707], [0.577, 2.027, 5.336], [-2.302, 0.680, 2.814], [-1.146, 1.827, 2.235], [-1.343, 4.225, -4.994], [-1.730, 3.393, -4.185], [-0.102, 4.173, -5.564], [-2.127, 5.269, -5.385], [0.231, 4.847, -6.226], [0.497, 3.417, -5.296], [-3.040, 5.336, -4.977], [-1.835, 5.966, -6.043], [2.679, 1.711, 7.546], [2.106, 1.994, 6.502], [3.907, 2.215, 7.858], [2.123, 0.874, 8.464], [4.393, 2.000, 8.707], [4.330, 2.840, 7.198], [1.217, 0.496, 8.253], [2.566, 0.627, 9.328], [0.214, -5.256, 0.009], [-0.218, -4.308, 0.657], [1.483, -5.275, -0.504], [-0.541, -6.355, -0.239], [1.855, -6.046, -1.027], [2.075, -4.493, -0.308], [-1.473, -6.367, 0.133], [-0.214, -7.147, -0.759]], "mulliken_charge": [-0.481, 0.647, -0.356, 0.020, -0.630, -0.448, 0.110, -0.006, -0.254, 0.365, 0.384, 0.363, 0.399, 0.322, 0.228, 0.249, 0.657, -0.627, -0.211, -0.438, 0.156, 0.131, 0.224, 0.157, 0.571, -0.665, -0.307, -0.274, 0.153, 0.267, 0.189, 0.148, 0.646, -0.638, -0.359, -0.410, 0.170, 0.202, 0.224, 0.162, 0.611, -0.676, -0.413, -0.370, 0.164, 0.210, 0.225, 0.176, 0.693, -0.656, -0.354, -0.418, 0.173, 0.199, 0.233, 0.162], "total_charge": 1, "lumo_ha": -0.18294}

---

5.
{"formula": "C10H12O", "method": "ωB97M-V with the def2-TZVPD basis set", "symbols": ["C", "C", "C", "C", "C", "C", "C", "C", "C", "C", "O", "H", "H", "H", "H", "H", "H", "H", "H", "H", "H", "H", "H"], "coordinates": [[-1.070, -2.036, 1.514], [-2.077, -1.230, 2.014], [-0.052, -1.519, 0.828], [-2.091, 0.120, 1.576], [0.012, -0.203, 0.369], [-1.035, 0.593, 0.751], [1.196, 0.269, -0.444], [0.722, 1.028, -1.668], [1.995, 1.182, 0.501], [0.262, 0.192, -2.836], [0.635, 2.226, -1.618], [-0.979, -3.084, 1.789], [-2.947, -1.535, 2.511], [0.510, -2.376, 0.459], [-2.882, 0.788, 1.735], [1.892, -0.485, -0.884], [2.947, 1.435, 0.167], [2.118, 0.776, 1.585], [1.382, 1.997, 0.695], [0.748, 0.658, -3.638], [-0.720, 0.481, -3.107], [0.600, -0.926, -2.880], [-1.166, 1.649, 0.581]], "mulliken_charge": [-0.499, -0.490, -0.234, -0.687, 0.207, -0.084, 0.230, 0.553, -1.574, -1.409, -0.587, 0.336, 0.409, 0.239, 0.415, 0.508, 0.419, 0.321, 0.422, 0.512, 0.362, 0.275, 0.355], "de_lowest_kcal_mol": 29.6, "smiles": "CC(=O)[C@@H](C)c1ccccc1", "total_charge": 0, "lumo_ha": 0.03199}

---

6.
{"formula": "C5H12N2O", "method": "ωB97M-V with the def2-TZVPD basis set", "symbols": ["C", "O", "C", "C", "C", "C", "N", "N", "H", "H", "H", "H", "H", "H", "H", "H", "H", "H", "H", "H"], "coordinates": [[-1.123, 1.048, -0.227], [-1.249, 2.490, -0.553], [0.091, 0.517, -1.123], [0.443, -0.942, -0.760], [0.276, -1.434, 0.683], [1.131, -1.011, 1.646], [0.977, -1.439, 2.944], [-0.259, 0.412, -2.573], [-0.807, 1.212, 0.799], [-2.128, 0.554, -0.484], [-1.317, 3.058, 0.211], [1.011, 1.040, -0.863], [1.483, -1.269, -1.034], [-0.211, -1.636, -1.450], [-0.562, -2.193, 0.795], [1.944, -0.287, 1.425], [1.766, -1.240, 3.496], [0.321, -2.080, 3.168], [-0.478, 1.334, -2.843], [-0.963, -0.294, -2.694]], "mulliken_spin": [0.019, 0.003, 0.026, 0.039, 0.321, 0.225, 0.354, 0.002, -0.009, -0.002, 0.000, -0.002, 0.051, -0.003, -0.005, 0.004, -0.014, -0.012, 0.001, 0.000], "de_lowest_kcal_mol": 41.4, "multiplicity": 2, "total_charge": 1, "lumo_ha": [-0.14023, -0.27344]}

---

7.
{"formula": "C3H3Br", "method": "ωB97M-V with the def2-TZVPD basis set", "symbols": ["C", "C", "C", "Br", "H", "H", "H"], "coordinates": [[0.441, 0.020, -0.159], [1.577, 0.632, -0.229], [-1.801, -1.197, -0.109], [-2.898, 0.250, 0.112], [2.238, 0.573, -1.079], [1.950, 1.259, 0.571], [-1.507, -1.538, 0.894]], "mulliken_charge": [0.045, -0.565, -0.195, 0.003, 0.269, 0.266, 0.176], "de_lowest_kcal_mol": 131.7, "total_charge": 0, "lumo_ha": -0.03361}